1.
The following is a quantum chemistry calculation of a structure of composition C19H23NO6S at a distorted geometry, from the OMol25 dataset.

Structure (XYZ):
```
50
Properties=species:S:1:pos:R:3:nbo_charge:R:1
C -1.708 2.809 -4.985 -0.59
C -0.450 3.573 -4.312 -0.06
H 0.441 2.901 -4.470 0.19
H -0.160 4.453 -4.727 0.19
O -0.547 3.812 -2.759 -0.53
C -0.570 2.666 -1.957 0.80
O -0.300 1.488 -2.226 -0.66
C -0.723 3.117 -0.708 -0.32
C -0.631 2.183 0.341 0.15
N -0.338 0.958 0.282 -0.59
C -0.244 0.003 1.146 0.61
O -0.395 0.433 2.363 -0.62
C 0.299 -1.212 1.252 -0.10
C 0.604 -2.038 2.080 -0.19
C 1.203 -3.308 2.018 0.30
C 1.002 -4.021 0.770 0.19
C 0.539 -3.153 -0.212 0.20
C 0.094 -1.936 -0.114 -0.21
H -0.172 -1.277 -1.171 0.24
O 0.390 -3.691 -1.689 -0.54
C 0.925 -4.960 -2.017 -0.16
H 0.391 -5.194 -3.140 0.16
H 0.252 -5.720 -1.532 0.16
H 1.753 -5.236 -2.006 0.13
O 1.834 -5.173 0.390 -0.52
C 2.962 -5.283 0.819 -0.21
H 3.205 -5.008 2.054 0.17
H 3.611 -4.766 -0.013 0.16
H 3.099 -6.523 0.786 0.17
O 1.447 -3.992 3.149 -0.49
C 0.831 -5.159 3.353 -0.23
H -0.113 -4.884 3.766 0.18
H 1.260 -5.575 4.285 0.19
H 0.776 -5.894 2.785 0.17
H 0.646 -1.615 3.224 0.25
H -0.131 0.631 -0.914 0.47
S -1.008 2.970 1.859 0.48
C -1.765 4.355 1.078 -0.21
C -1.301 4.354 -0.280 -0.18
H -1.495 5.052 -1.018 0.23
C -2.126 5.642 1.980 -0.46
C -1.001 5.897 2.757 -0.58
H -0.485 5.223 3.535 0.24
H -1.163 6.922 3.544 0.20
H 0.134 6.328 2.151 0.20
H -2.821 5.464 2.584 0.21
H -2.348 6.479 1.343 0.23
H -1.904 1.958 -4.398 0.22
H -2.391 3.462 -4.974 0.19
H -1.409 2.487 -6.075 0.21
```

Energy above the lowest of the compared OMol25 structures with the same formula, charge and spin: 1685.4 kJ/mol
LUMO: -0.6 eV
Kohn-Sham gap: 7.2519 eV

2.
The following is a quantum chemistry calculation of an isolated molecule of C19H23NOS2, from the OMol25 dataset.

Structure (XYZ):
```
46
Properties=species:S:1:pos:R:3:nbo_charge:R:1
C 4.021 -0.500 -0.007 -0.64
C 2.882 -0.657 -0.971 -0.01
C 2.367 -1.924 -1.222 -0.20
C 1.328 -2.119 -2.115 -0.22
C 0.787 -1.035 -2.783 -0.22
C 1.288 0.231 -2.543 -0.22
C 2.325 0.437 -1.640 -0.04
C 2.841 1.832 -1.441 -0.56
S 1.515 3.091 -1.308 0.18
C 1.081 2.964 0.458 -0.52
C 0.514 1.601 0.842 -0.25
N -0.589 1.220 0.001 -0.64
C -1.872 1.226 0.426 0.69
O -2.190 1.524 1.556 -0.63
C -2.868 0.817 -0.650 -0.51
C -2.683 -0.624 -1.114 -0.51
S -3.170 -1.837 0.165 0.22
C -1.857 -1.645 1.352 -0.20
C -2.184 -1.384 2.674 -0.20
C -1.179 -1.246 3.612 -0.19
C 0.148 -1.373 3.235 -0.22
C 0.468 -1.652 1.917 -0.23
C -0.532 -1.796 0.974 -0.17
H 4.333 -1.471 0.372 0.22
H 4.877 -0.033 -0.493 0.22
H 3.736 0.119 0.845 0.22
H 2.792 -2.775 -0.711 0.21
H 0.949 -3.115 -2.292 0.22
H -0.015 -1.175 -3.494 0.22
H 0.882 1.084 -3.069 0.22
H 3.420 2.144 -2.312 0.24
H 3.462 1.931 -0.554 0.23
H 0.335 3.742 0.609 0.24
H 1.969 3.196 1.047 0.21
H 1.290 0.832 0.779 0.20
H 0.135 1.640 1.866 0.25
H -0.373 1.053 -0.971 0.41
H -2.752 1.486 -1.507 0.22
H -3.873 0.942 -0.242 0.24
H -3.347 -0.839 -1.951 0.23
H -1.655 -0.830 -1.410 0.22
H -3.220 -1.275 2.953 0.23
H -1.432 -1.030 4.639 0.21
H 0.933 -1.258 3.969 0.21
H 1.499 -1.769 1.618 0.21
H -0.277 -2.027 -0.050 0.21
```

Energy above the lowest of the compared OMol25 structures with the same formula, charge and spin: 6.9 kJ/mol
LUMO: 0.6 eV
SMILES: Cc1ccccc1CSCCNC(=O)CCSc1ccccc1
Kohn-Sham gap: 8.8279 eV

3.
The following is a quantum chemistry calculation of a structure of composition C19H24IrN4O3 at a distorted geometry, from the OMol25 dataset.

Structure (XYZ):
```
51
Properties=species:S:1:pos:R:3:nbo_charge:R:1
Ir 0.314 0.267 -0.093 1.31
C 0.687 3.837 2.342 -0.23
O -0.097 3.489 3.472 -0.51
C -0.799 2.334 3.585 0.30
C -1.518 2.196 4.752 -0.21
C -2.311 1.069 4.996 -0.23
C -2.363 0.065 4.075 -0.17
C -1.630 0.160 2.875 -0.22
C -1.665 -0.939 1.982 0.18
N -1.152 -1.018 0.791 -0.35
N -1.357 -2.177 0.106 -0.38
C -0.599 -2.309 -0.928 0.54
O 0.362 -1.482 -1.208 -0.73
C -0.824 -3.463 -1.823 -0.06
C -1.337 -4.660 -1.331 -0.19
C -1.482 -5.745 -2.179 -0.20
C -1.139 -5.635 -3.520 -0.19
C -0.648 -4.436 -4.017 -0.20
C -0.476 -3.355 -3.167 -0.21
C -0.855 1.308 2.603 0.32
O -0.212 1.448 1.480 -0.77
H 1.071 4.829 2.565 0.20
H 0.089 3.874 1.432 0.17
H 1.517 3.144 2.200 0.17
H -1.449 2.996 5.477 0.24
H -2.874 0.999 5.916 0.23
H -2.977 -0.809 4.253 0.22
H -2.173 -1.831 2.340 0.22
H -1.600 -4.738 -0.286 0.23
H -1.859 -6.682 -1.792 0.23
H -1.254 -6.484 -4.181 0.22
H -0.392 -4.344 -5.064 0.22
H -0.082 -2.417 -3.538 0.21
N -1.093 1.426 -1.304 -0.68
C -0.472 2.376 -2.257 -0.24
C 0.636 1.663 -3.016 -0.44
C 2.012 2.265 -2.799 -0.41
C 2.480 2.209 -1.353 -0.22
N 2.364 0.841 -0.790 -0.81
H -1.618 0.723 -1.819 0.41
H -1.739 1.906 -0.683 0.42
H -0.084 3.217 -1.683 0.21
H -1.219 2.767 -2.948 0.23
H 0.433 1.664 -4.087 0.24
H 0.651 0.621 -2.689 0.22
H 2.037 3.311 -3.112 0.23
H 2.715 1.723 -3.437 0.22
H 1.885 2.864 -0.716 0.20
H 3.511 2.567 -1.324 0.21
H 2.935 0.773 0.048 0.41
H 2.738 0.167 -1.455 0.41
```

Energy above the lowest of the compared OMol25 structures with the same formula, charge and spin: 122.6 kJ/mol
LUMO (alpha / beta): -4.9 / -4.9 eV
Total charge: +1
Kohn-Sham gap (alpha / beta): 5.5640 / 5.5632 eV

4.
The following is a quantum chemistry calculation of an isolated molecule of C19H24N2O4S, from the OMol25 dataset.

Structure (XYZ):
```
50
Properties=species:S:1:pos:R:3:nbo_charge:R:1
C 5.509 2.926 0.305 -0.25
O 5.277 1.543 0.404 -0.51
C 4.058 1.053 0.010 0.23
C 3.059 1.841 -0.546 -0.32
C 1.865 1.284 -0.959 -0.14
C 1.636 -0.076 -0.843 -0.10
C 0.329 -0.659 -1.308 -0.24
N -0.790 0.106 -0.779 -0.44
C -2.051 -0.260 -1.390 -0.22
C -3.148 0.697 -0.911 -0.22
N -3.238 0.660 0.528 -0.43
C -4.254 0.142 1.255 0.65
O -4.151 -0.104 2.445 -0.61
C -5.552 -0.081 0.572 -0.31
C -6.342 -1.184 0.714 -0.21
C -7.587 -1.064 0.062 -0.26
C -7.743 0.140 -0.544 -0.40
S -6.366 1.150 -0.344 0.44
C -1.971 0.937 1.172 -0.23
C -0.895 -0.018 0.664 -0.24
C 2.621 -0.880 -0.269 0.25
O 2.357 -2.221 -0.098 -0.52
C 3.200 -3.115 -0.800 -0.25
C 3.829 -0.324 0.181 0.26
O 4.722 -1.202 0.739 -0.52
C 5.559 -0.767 1.789 -0.24
H 6.513 3.080 0.699 0.20
H 5.474 3.269 -0.734 0.18
H 4.795 3.500 0.904 0.18
H 3.211 2.901 -0.671 0.22
H 1.094 1.907 -1.382 0.22
H 0.275 -1.720 -1.017 0.20
H 0.281 -0.598 -2.401 0.20
H -2.344 -1.297 -1.141 0.17
H -1.957 -0.179 -2.476 0.20
H -2.891 1.716 -1.219 0.20
H -4.097 0.415 -1.364 0.23
H -6.029 -2.052 1.266 0.24
H -8.334 -1.838 0.053 0.23
H -8.584 0.508 -1.097 0.24
H -1.683 1.967 0.938 0.20
H -2.110 0.825 2.248 0.25
H -1.149 -1.050 0.962 0.17
H 0.068 0.242 1.107 0.22
H 3.115 -2.957 -1.881 0.17
H 4.243 -3.008 -0.499 0.20
H 2.845 -4.113 -0.549 0.19
H 6.423 -0.215 1.415 0.19
H 5.014 -0.146 2.504 0.18
H 5.894 -1.679 2.285 0.19
```

Energy above the lowest of the compared OMol25 structures with the same formula, charge and spin: 297.7 kJ/mol
LUMO: 0.7 eV
SMILES: COc1ccc(CN2CCN(C(=O)c3cccs3)CC2)c(OC)c1OC
Kohn-Sham gap: 8.8936 eV